Density functional theory data (ωB97M-V/def2-TZVPD) for a molecular structure, H26O13 at a distorted geometry.

Element x y z (Å)
1 H -0.356 -2.897 1.834
2 H -2.300 -0.712 1.887
3 H 1.486 -1.000 -0.942
4 O -1.730 0.353 -1.984
5 H -2.090 0.352 0.831
6 H -1.006 0.996 -1.753
7 H 2.021 -0.323 0.959
8 O -1.636 1.314 0.838
9 H -0.838 -1.839 -1.858
10 O 1.715 -1.254 -1.836
11 H -0.963 1.880 0.459
12 O -0.905 -2.178 -0.965
13 H 1.804 0.673 -0.112
14 H -0.625 -1.450 -0.411
15 O 1.744 1.252 -0.872
16 H 0.221 -1.558 1.427
17 H 2.177 -0.494 -2.191
18 O 0.216 -0.444 1.818
19 O 2.139 0.623 1.037
20 H -2.261 1.918 1.238
21 O -0.269 1.603 -1.681
22 H 0.741 3.059 0.039
23 H -2.460 0.234 -1.377
24 H 0.172 -0.331 0.717
25 H -0.118 2.121 -0.781
26 H 1.471 -1.863 0.904
27 H 1.323 0.936 1.427
28 H -0.676 -0.252 2.110
29 O -0.048 2.520 0.086
30 H -1.925 -0.235 -2.714
31 H -0.516 0.333 -0.457
32 O 0.435 -2.490 1.482
33 H 2.498 -1.892 -0.208
34 O -2.510 -0.495 0.978
35 H 0.876 1.080 -1.237
36 O 2.187 -1.355 0.521
37 H -0.676 2.462 -1.568
38 H 0.772 -0.162 2.544
39 O -0.090 -0.482 -0.191

Output
Frontier orbital gap ... 8.111 eV
Molecular weight ... 234.2 g/mol
Lowest unoccupied orbital energy ... -0.472 eV
Energy above the lowest of the compared OMol25 structures with the same formula, charge and spin ... 2370.3 kJ/mol
E_HOMO ... -8.58 eV

=====

Density functional theory data (ωB97M-V/def2-TZVPD) for 2 unconnected molecules or ions with the total composition C4H4Cl3N4O at a distorted geometry.

Element x y z (Å)
1 H 1.377 1.442 1.989
2 H 1.530 0.175 0.460
3 C 1.151 2.276 0.092
4 Cl 0.377 3.682 0.805
5 C 0.976 1.049 0.939
6 N -1.930 -0.899 -2.272
7 Cl 2.880 2.579 0.032
8 C -1.955 -0.316 -1.122
9 N -0.419 0.600 1.394
10 H -2.582 0.446 -0.837
11 O -1.324 1.458 1.491
12 Cl 0.543 1.924 -1.499
13 N -0.772 -1.620 -2.326
14 N -0.853 -0.520 -0.411
15 H 0.663 -1.817 -0.929
16 C -0.166 -1.361 -1.171

Output
Net charge ... -1
Frontier orbital gap ... 7.606 eV
Molecular weight ... 230.5 g/mol
Lowest unoccupied orbital energy ... 2.837 eV
E_HOMO ... -4.77 eV

=====

Density functional theory data (ωB97M-V/def2-TZVPD) for a molecular structure, C15H37AsN6Ru at a distorted geometry.

Element x y z (Å)
1 H -0.420 -2.004 1.869
2 H -0.881 -4.457 -2.155
3 H -0.532 3.419 -1.578
4 H -2.342 0.024 2.958
5 As 1.312 -0.153 1.972
6 H 1.072 1.746 -1.519
7 N -2.943 0.774 0.034
8 N -1.352 3.034 0.993
9 H 0.480 4.031 1.238
10 C -0.323 3.965 0.502
11 H 2.640 -1.177 0.051
12 N 0.839 2.162 -0.621
13 N -1.687 0.785 2.799
14 C 0.241 3.495 -0.814
15 H -3.352 2.051 2.635
16 H 2.164 -3.284 -5.130
17 C 2.383 -4.102 -3.128
18 H 0.978 4.222 -1.164
19 C -2.635 3.193 0.251
20 H 3.131 -4.755 -3.572
21 H 0.118 -1.776 3.544
22 H -2.623 4.119 -0.327
23 H -0.940 0.673 3.478
24 H 2.814 1.335 3.369
25 H 0.348 -4.063 -0.957
26 C 2.896 -0.774 1.028
27 H 3.615 0.035 0.904
28 C -2.917 2.051 -0.703
29 H 0.692 -5.279 -3.734
30 H -0.529 3.174 2.906
31 C -0.083 -1.667 -1.748
32 C 0.447 -1.821 2.506
33 H -1.985 4.149 2.687
34 H -2.451 2.276 4.122
35 H 2.636 -0.276 4.088
36 H -0.736 4.970 0.381
37 C -2.348 2.078 3.054
38 Ru -0.639 0.771 0.562
39 C 0.128 -4.056 -2.026
40 C 1.128 -4.914 -2.802
41 H 2.798 -3.701 -2.198
42 H 3.354 -1.554 1.636
43 C 2.103 0.545 3.609
44 C 0.599 -2.482 -3.914
45 C 2.052 -2.954 -4.097
46 N -0.330 -0.764 -1.052
47 H 0.473 -1.446 -4.221
48 H 1.360 0.940 4.300
49 N 0.177 -2.662 -2.516
50 H -3.663 0.798 0.750
51 H -3.457 3.278 0.962
52 H -3.863 2.258 -1.211
53 H 1.703 2.252 -0.095
54 H 1.366 -5.792 -2.204
55 H -3.175 0.017 -0.603
56 H -2.147 1.976 -1.473
57 C -1.521 3.185 2.451
58 H 2.737 -2.118 -3.949
59 H 1.145 -2.651 2.401
60 H -0.056 -3.101 -4.529

Output
Net charge ... +3
Frontier orbital gap (alpha / beta) ... 6.437 / 6.591 eV
Molecular weight ... 477.5 g/mol
Lowest unoccupied orbital energy (alpha / beta) ... -11.136 / -10.974 eV
2S+1 ... 2
Energy above the lowest of the compared OMol25 structures with the same formula, charge and spin ... 0.0 kJ/mol
E_HOMO (alpha / beta) ... -17.57 / -17.56 eV
<S²> ... 0.77

=====

Density functional theory data (ωB97M-V/def2-TZVPD) for a molecular structure, C15H21AuBCl2NO4S.

Element x y z (Å)
1 C -2.837 1.272 4.105
2 H 0.840 2.620 -3.824
3 C 1.728 3.044 -0.851
4 H -3.540 1.201 3.268
5 Cl -1.704 -3.066 -2.671
6 C -2.344 -0.130 4.470
7 C 0.006 2.514 -3.128
8 H -0.893 2.293 -3.704
9 H 2.615 -4.740 -1.374
10 H -0.143 3.458 -2.610
11 H 0.578 -0.770 -2.224
12 C 1.776 -4.122 -1.089
13 C -0.418 -2.503 -0.331
14 H -3.345 1.751 4.937
15 C 0.685 -3.990 -1.932
16 Cl 0.782 -1.958 2.075
17 O 1.072 0.909 -0.003
18 H -0.692 -0.163 -3.285
19 C 2.782 0.947 -1.709
20 C 0.304 0.045 -2.895
21 H 2.681 -0.132 -1.805
22 H 3.067 1.362 -2.678
23 C -1.666 2.160 3.676
24 C 1.777 -3.467 0.128
25 H 3.584 1.155 -1.000
26 O -0.835 1.300 -1.214
27 C 1.498 1.587 -1.223
28 H 0.650 -4.497 -2.886
29 H -1.908 -1.871 3.403
30 H 2.609 -3.561 0.811
31 H -3.314 -1.164 2.949
32 C 0.271 1.379 -2.162
33 Au -1.316 0.099 1.530
34 H 1.010 0.068 -3.726
35 H -2.910 -0.564 5.297
36 C -0.380 -3.193 -1.556
37 O -1.434 3.201 4.248
38 H 0.808 3.510 -0.497
39 H -1.301 -0.068 4.785
40 N -2.368 -0.977 3.266
41 B -0.286 0.874 -0.047
42 H 2.107 3.612 -1.701
43 H 2.460 3.089 -0.046
44 C 0.694 -2.684 0.497
45 S -1.848 -1.539 0.017
46 O -0.904 1.709 2.708

Output
Frontier orbital gap ... 8.630 eV
Molecular weight ... 590.1 g/mol
Lowest unoccupied orbital energy ... 0.257 eV
Energy above the lowest of the compared OMol25 structures with the same formula, charge and spin ... 0.0 kJ/mol
E_HOMO ... -8.37 eV